1.
{"formula": "C2H13N2O2", "method": "ωB97M-V/def2-TZVPD", "symbols": ["C", "N", "C", "N", "H", "H", "H", "H", "H", "H", "H", "H", "H", "H", "H", "O", "H", "H", "O"], "xyz": [[0.85495, -1.41738, -0.57180], [0.62667, -1.65471, -2.04520], [0.87332, 0.14710, -0.42278], [-0.40574, 0.69507, -0.89693], [1.74099, -2.00449, -0.31596], [0.06723, -1.77442, 0.11382], [1.49814, -1.31622, -2.46192], [0.72654, -2.64916, -2.26597], [1.69983, 0.66867, -0.88105], [1.03276, 0.24790, 0.64209], [-1.22336, 0.64155, -0.22985], [-0.28399, 1.69256, -1.03804], [-0.74579, 0.20677, -1.73949], [-2.93862, 0.20411, 1.50310], [-1.71926, -0.63009, 1.42429], [-2.05656, 0.21961, 1.11386], [-0.12788, 1.68782, 3.22659], [0.14040, 2.99427, 2.43351], [0.24037, 2.04105, 2.41171]], "atomic_forces_ev_per_a": [[-0.2, 0.5, -1.7], [0.4, -0.3, 0.6], [1.0, -2.5, 1.4], [-1.0, 0.5, 0.2], [0.3, 0.9, 0.7], [-0.1, -0.1, -0.8], [-0.3, 0.3, -0.1], [-0.6, 0.1, 0.3], [0.1, -0.1, -0.6], [-0.5, 0.9, 0.3], [0.8, -0.3, 0.2], [-0.1, 0.1, -0.5], [0.7, 0.2, -0.2], [-0.2, 0.5, -0.2], [0.3, 0.0, 0.0], [-0.4, -0.7, 0.6], [0.0, 0.3, 0.1], [0.0, 0.1, 0.3], [0.1, -0.4, -0.4]], "mulliken_charge": [-0.453, -0.663, -0.629, -0.155, 0.393, 0.228, 0.233, 0.282, 0.475, 0.211, 0.235, 0.397, 0.433, 0.326, 0.304, -0.649, 0.310, 0.306, -0.586], "spin_multiplicity": 1, "homo_lumo_gap_ha": 0.40211, "mol_weight_g_mol": 97.1, "charge": 1, "homo_energy_ev": -13.93}

=====

2.
{"formula": "C18H25N3O4S", "method": "ωB97M-V/def2-TZVPD", "symbols": ["C", "O", "C", "C", "C", "N", "C", "S", "C", "C", "O", "O", "C", "C", "C", "C", "C", "C", "N", "N", "C", "C", "C", "C", "C", "O", "H", "H", "H", "H", "H", "H", "H", "H", "H", "H", "H", "H", "H", "H", "H", "H", "H", "H", "H", "H", "H", "H", "H", "H", "H"], "xyz": [[-5.97587, -2.48798, 0.94459], [-4.90122, -1.80453, 1.53986], [-3.78244, -1.62314, 0.70686], [-3.97279, -0.52071, -0.34296], [-2.74332, -0.36227, -1.23859], [-1.56200, -0.02701, -0.49173], [-0.57394, -0.88006, -0.10282], [-0.52136, -2.56183, -0.51821], [1.19764, -2.86104, -0.02848], [2.09054, -1.77151, -0.60899], [1.94269, -1.29829, -1.70427], [3.05278, -1.48192, 0.24606], [3.91715, -0.37198, -0.05561], [3.61259, 0.75883, 0.92348], [4.54253, 1.93742, 0.65640], [6.00119, 1.50388, 0.77419], [6.29899, 0.36114, -0.19240], [5.36940, -0.82124, 0.06800], [0.34791, -0.25090, 0.57766], [-0.01113, 1.03381, 0.65098], [-1.15289, 1.18143, 0.02026], [-1.82869, 2.43701, -0.10470], [-1.43838, 3.66964, 0.35715], [-2.45416, 4.56963, -0.02770], [-3.38418, 3.82861, -0.69103], [-3.01784, 2.53752, -0.74481], [-5.64687, -3.44049, 0.51164], [-6.69153, -2.68128, 1.74135], [-6.46443, -1.89375, 0.16431], [-3.51696, -2.56753, 0.20667], [-2.97028, -1.35123, 1.38696], [-4.82191, -0.76197, -0.98364], [-4.18746, 0.42012, 0.16647], [-2.53695, -1.30135, -1.76146], [-2.92401, 0.42646, -1.97332], [1.46498, -3.83323, -0.44260], [1.27291, -2.87115, 1.05706], [3.70740, -0.04827, -1.08225], [3.76219, 0.38661, 1.93860], [2.56700, 1.05197, 0.82452], [4.33121, 2.73699, 1.36793], [4.35798, 2.32446, -0.34801], [6.65976, 2.34824, 0.56114], [6.19907, 1.17382, 1.79626], [7.33692, 0.04039, -0.08502], [6.15960, 0.70916, -1.21832], [5.56876, -1.62589, -0.64278], [5.53050, -1.21012, 1.07527], [-0.53908, 3.87652, 0.89701], [-2.48892, 5.62229, 0.16285], [-4.31468, 4.08943, -1.15496]], "atomic_forces_ev_per_a": [[0.0, 0.0, 0.0], [0.0, 0.1, 0.1], [0.1, 0.2, -0.1], [0.1, -0.3, 0.2], [-0.7, 0.0, -0.2], [0.8, 0.2, 0.4], [0.0, 0.0, 0.1], [0.0, -0.5, -0.1], [-0.3, 0.4, 0.0], [-0.1, -0.3, -0.3], [0.1, 0.0, -0.1], [0.4, -0.1, 0.3], [0.3, 0.4, 0.0], [-0.2, -0.1, -0.4], [0.1, -0.2, 0.3], [0.0, 0.1, -0.3], [0.0, -0.1, 0.3], [-0.3, 0.0, -0.3], [-0.1, -0.9, 0.0], [-0.5, 1.2, 0.0], [0.2, -0.7, 0.0], [0.4, 1.3, 0.5], [-0.1, -0.9, -0.2], [-0.5, -0.2, -0.3], [0.1, 0.9, 0.2], [0.0, -0.5, -0.1], [0.0, 0.0, 0.0], [-0.1, 0.0, -0.1], [0.0, 0.0, 0.0], [0.0, 0.0, 0.1], [0.0, -0.1, -0.1], [0.0, 0.0, 0.0], [0.0, 0.0, 0.0], [0.0, 0.2, -0.1], [0.1, -0.2, 0.0], [0.0, 0.0, 0.0], [0.1, 0.0, -0.1], [0.1, -0.1, 0.2], [0.0, 0.0, 0.1], [0.0, 0.0, 0.1], [0.0, 0.1, -0.1], [0.0, 0.1, -0.1], [0.1, 0.0, 0.1], [0.0, 0.0, 0.1], [0.0, 0.0, -0.1], [0.1, 0.0, -0.1], [0.0, -0.1, 0.0], [0.0, -0.1, 0.1], [0.2, 0.0, 0.1], [-0.1, 0.2, 0.0], [-0.1, -0.1, -0.1]], "mulliken_charge": [-0.686, -0.439, -0.360, -0.154, -1.294, 0.269, 0.348, -0.204, -0.434, 0.652, -0.632, -0.371, 0.215, -0.274, -0.713, -0.684, -0.634, -0.861, -0.031, -0.854, 0.198, 0.387, -0.641, -0.433, -0.553, -0.286, 0.286, 0.273, 0.275, 0.366, 0.205, 0.437, 0.202, 0.599, 0.346, 0.424, 0.318, 0.337, 0.282, -0.018, 0.345, 0.350, 0.335, 0.317, 0.342, 0.327, 0.310, 0.295, 0.589, 0.470, 0.461], "spin_multiplicity": 1, "smiles": "COCCCn1c(SCC(=O)OC2CCCCC2)nnc1-c1ccco1", "homo_lumo_gap_ha": 0.31281, "mol_weight_g_mol": 379.5, "charge": 0, "homo_energy_ev": -7.91}

=====

3.
{"formula": "C2H7Cl3NSi", "method": "ωB97M-V/def2-TZVPD", "symbols": ["C", "C", "N", "Si", "Cl", "Cl", "Cl", "H", "H", "H", "H", "H", "H", "H"], "xyz": [[1.60304, -0.21491, 0.21981], [0.31481, 0.14422, -0.35361], [-0.20682, -0.95837, -1.20374], [-1.53334, 0.89851, 1.09831], [-2.84172, -0.03226, -0.06701], [-1.61114, 0.29470, 2.97791], [-1.23267, 2.83677, 0.82561], [1.55216, -0.98979, 1.05450], [2.36594, -0.47024, -0.52971], [2.10322, 0.69682, 0.74027], [0.25027, 1.10680, -1.02286], [-1.17871, -0.63222, -1.26889], [0.55463, -0.93635, -1.95079], [-0.13968, -1.74367, -0.51981]], "atomic_forces_ev_per_a": [[2.5, 1.2, 2.5], [-3.0, 3.9, 1.1], [2.0, 0.4, 1.5], [3.6, -0.9, -1.7], [-1.6, -0.2, -0.5], [0.0, -0.1, 0.3], [-0.3, 0.6, 0.1], [0.0, 0.7, -1.3], [-0.2, -0.4, 0.1], [-1.1, -1.4, -0.8], [0.6, -1.8, 1.3], [-0.1, -0.9, -1.5], [-2.2, -1.0, 0.3], [-0.2, -0.1, -1.5]], "mulliken_charge": [-1.172, -0.622, -0.145, 0.892, -0.227, -0.110, -0.130, 0.354, 0.418, 0.305, 0.401, 0.254, 0.411, 0.370], "spin_multiplicity": 1, "homo_lumo_gap_ha": 0.37652, "mol_weight_g_mol": 179.5, "charge": 1, "homo_energy_ev": -13.67}

=====

4.
{"formula": "C9H13N4P", "method": "ωB97M-V/def2-TZVPD", "symbols": ["C", "N", "C", "C", "N", "C", "P", "C", "N", "C", "C", "C", "N", "C", "H", "H", "H", "H", "H", "H", "H", "H", "H", "H", "H", "H", "H"], "xyz": [[0.18870, -2.10735, -2.79620], [0.79527, -0.80959, -2.36035], [1.35378, 0.06547, -3.23027], [1.54212, 1.24151, -2.52784], [1.03764, 1.05674, -1.31489], [0.58724, -0.19281, -1.19107], [0.38003, -0.67317, 0.44366], [-1.26105, -0.80491, 1.12881], [-1.37088, -0.23044, 2.33671], [-2.69634, -0.44475, 2.83815], [-0.43565, 0.56132, 3.01371], [0.56534, 1.12973, 2.32418], [0.60205, 0.94379, 0.96131], [0.88244, 1.82413, -0.17671], [-0.88721, -2.01114, -3.00827], [0.52477, -2.43398, -3.71608], [0.36775, -2.85373, -2.02627], [1.58004, -0.07785, -4.28970], [1.92053, 2.13932, -2.99866], [0.80744, -1.99448, 0.68987], [-2.54911, -0.90577, 3.78285], [-3.27575, 0.54144, 2.90138], [-3.17756, -1.18091, 2.24666], [-0.38371, 0.50931, 4.17125], [1.24204, 1.91762, 2.88226], [1.68306, 2.46063, 0.07799], [-0.02296, 2.32984, -0.16247]], "atomic_forces_ev_per_a": [[-1.3, 0.4, 1.9], [-1.0, -1.1, -1.4], [0.3, 1.0, 0.3], [0.3, 0.2, -2.4], [0.1, -1.1, 0.0], [0.4, -1.0, -1.8], [-3.4, 0.8, 3.0], [1.3, 0.3, 0.7], [-0.1, -1.3, -3.4], [-1.4, 2.0, 1.6], [1.1, -0.8, 2.2], [0.5, 3.1, 2.2], [1.9, -3.0, -2.0], [0.5, 1.4, 3.5], [0.2, 0.4, 0.7], [1.6, -0.4, -1.7], [0.0, -0.1, -0.1], [-0.2, -0.4, 0.6], [0.0, 0.2, 0.7], [1.3, 0.0, -0.3], [-0.4, -0.1, 1.3], [0.8, -1.5, 0.1], [-0.5, -0.2, -0.7], [-0.6, 0.3, -2.2], [-1.1, -1.9, -1.5], [1.2, 0.9, -0.3], [-1.5, 1.8, -0.9]], "mulliken_charge": [-0.787, 0.127, -0.207, -0.257, 0.184, 0.121, 0.086, -0.288, 0.228, -0.978, -0.336, -0.152, -0.011, -0.648, 0.357, 0.391, 0.300, 0.449, 0.466, 0.285, 0.422, 0.326, 0.381, 0.336, 0.375, 0.461, 0.368], "spin_multiplicity": 1, "smiles": "Cn1cc[n+]2c1[P@@H]1=C=[N+](C)C=CN1C2", "homo_lumo_gap_ha": 0.27561, "mol_weight_g_mol": 208.2, "charge": 2, "homo_energy_ev": -16.01}

=====

Computed energy above the lowest of the compared OMol25 structures with the same formula, charge and spin, in the same sequence as the records: 88.1, 268.5, 102.7, 0.0 kJ/mol.